Entry 1:
Entry from the OMol25 dataset: an isolated molecule of C9H7NO in a non-equilibrium geometry (the ωB97M-V functional and the def2-TZVPD basis).

CARTESIAN COORDINATES (ANGSTROEM)
C 0.598 2.410 -1.797
C 1.599 1.635 -1.339
C 1.288 0.573 -0.535
C -0.088 0.300 -0.334
C -0.422 -0.825 0.543
C 0.043 -1.255 1.825
C -0.602 -2.488 2.087
C -1.406 -2.682 1.024
O -1.397 -1.782 0.127
N -1.042 1.096 -0.762
C -0.739 2.147 -1.583
H 0.688 3.343 -2.433
H 2.746 2.102 -1.327
H 2.086 0.137 -0.093
H 0.831 -0.735 2.363
H -0.468 -3.013 3.213
H -2.213 -3.600 0.965
H -1.501 2.636 -1.943

Output
energy: -477.03979 a.u.
energy relative to the best compared isomer or geometry (same formula, charge and spin): 75.1 kcal per mole
SMILES: c1ccc(-c2ccco2)nc1
2S+1: 1
E_HOMO: -8.3 eV
LUMO energy: 0.818 eV
molar mass: 145.16 Da


Entry 2:
Entry from the OMol25 dataset: an isolated molecule of C9H7NO in a non-equilibrium geometry (the ωB97M-V functional and the def2-TZVPD basis).

CARTESIAN COORDINATES (ANGSTROEM)
O -2.968 -0.606 -0.336
C -1.831 -0.415 -0.727
C -1.383 -0.399 -2.112
C -0.082 -0.346 -2.402
N 0.845 -0.059 -1.495
C 0.595 0.195 -0.189
C 1.628 0.548 0.698
C 1.433 0.855 2.055
C 0.267 0.083 2.509
C -0.827 -0.159 1.657
C -0.600 -0.214 0.183
H -2.132 -0.520 -2.746
H 0.314 -0.150 -3.430
H 1.865 0.041 -1.845
H 2.488 0.661 0.093
H 2.181 1.330 2.654
H -0.005 -0.090 3.562
H -1.787 -0.754 1.872

Output
energy: -477.07817 a.u.
energy relative to the best compared isomer or geometry (same formula, charge and spin): 51.0 kcal per mole
SMILES: O=c1cc[nH]c2ccccc12
2S+1: 1
E_HOMO: -8.3 eV
LUMO energy: 0.305 eV
molar mass: 145.16 Da


Entry 3:
Entry from the OMol25 dataset: a 2-piece molecular cluster, C9H7NS overall (the ωB97M-V functional and the def2-TZVPD basis).

CARTESIAN COORDINATES (ANGSTROEM)
C 1.532 3.335 0.042
C 1.734 2.537 -0.822
C -2.238 -0.714 -0.038
C -1.895 -0.190 1.207
C -1.277 -1.206 -0.898
C -0.578 -0.137 1.618
C 0.048 -1.163 -0.485
C 0.393 -0.627 0.761
C 2.368 -1.466 -0.575
N 1.174 -1.594 -1.157
S 2.126 -0.724 0.962
H 1.405 4.050 0.801
H -3.276 -0.736 -0.336
H -2.673 0.174 1.861
H -1.541 -1.620 -1.860
H -0.301 0.270 2.576
H 1.889 1.835 -1.587
H 1.110 -2.024 -2.068

Output
energy: -799.98323 a.u.
energy relative to the best compared isomer or geometry (same formula, charge and spin): 69.2 kcal per mole
2S+1: 1
E_HOMO: -8.9 eV
LUMO energy: 0.803 eV
molar mass: 161.23 Da


Entry 4:
Entry from the OMol25 dataset: an isolated molecule of C9H8F2N2 in a non-equilibrium geometry (the ωB97M-V functional and the def2-TZVPD basis).

CARTESIAN COORDINATES (ANGSTROEM)
F -0.288 1.687 1.783
C -0.246 1.314 0.496
F -0.263 2.378 -0.233
N 1.315 0.576 0.176
C 1.798 0.198 -1.074
C 2.951 -0.506 -0.903
C 3.162 -0.612 0.558
C 2.131 0.099 1.127
N -1.253 0.367 0.147
C -1.747 -0.595 0.917
C -2.811 -1.255 0.277
C -2.946 -0.639 -0.908
C -1.944 0.317 -1.028
H 1.418 0.760 -2.001
H 3.351 -0.856 -1.832
H 4.016 -1.047 1.075
H 1.808 0.104 2.118
H -1.395 -0.740 1.944
H -3.564 -1.906 0.658
H -3.687 -0.764 -1.619
H -1.805 1.122 -1.679

Output
energy: -656.91065 a.u.
energy relative to the best compared isomer or geometry (same formula, charge and spin): 37.5 kcal per mole
SMILES: FC(F)(n1cccc1)n1cccc1
2S+1: 1
E_HOMO: -8.4 eV
LUMO energy: 0.930 eV
molar mass: 182.17 Da